[1]
{"formula": "C17H35ClIN2OP2Rh", "method": "ωB97M-V/def2-TZVPD", "species": ["C", "I", "H", "H", "H", "Rh", "P", "C", "C", "H", "H", "H", "H", "H", "H", "C", "H", "H", "H", "P", "C", "C", "H", "H", "H", "C", "H", "H", "H", "H", "H", "H", "Cl", "C", "C", "N", "C", "C", "C", "O", "C", "C", "C", "C", "N", "C", "H", "H", "H", "H", "H", "H", "H", "H", "H", "H", "H", "H", "H", "H"], "positions_angstrom": [[1.1092, 0.5193, 1.6558], [-3.4777, -0.5080, 1.8932], [1.5559, 1.2068, 0.8587], [1.6324, -0.3523, 1.1936], [1.4580, 0.6645, 2.6758], [-0.0585, -1.1948, -1.7448], [1.4790, -1.2815, -3.3000], [1.5838, -2.6980, -1.9784], [-0.5279, -0.7712, -3.4625], [-0.3066, -1.1728, -4.4164], [3.1552, -0.1214, -3.6249], [-0.7978, 0.2564, -3.5020], [2.0138, 1.1490, -2.9552], [0.7934, -3.4371, -1.9389], [-1.3618, -1.4580, -3.0770], [2.5149, 0.1797, -2.7663], [2.2638, -3.1382, -2.7832], [3.0904, 0.1291, -1.8233], [2.1995, -2.6952, -1.0748], [-0.6896, 0.9455, 1.5637], [-1.0781, 0.1911, 3.2575], [0.0289, 2.5471, 2.1656], [-2.3531, 2.5161, 0.3857], [-2.6069, 2.5529, 2.2013], [-3.2726, 1.2138, 1.1206], [-2.3514, 1.9443, 1.3119], [0.1982, 3.1819, 1.2840], [-0.5537, 3.0333, 2.9424], [-1.6191, 0.8699, 3.9298], [-0.1889, -0.2313, 3.7468], [1.0175, 2.3892, 2.5889], [-1.7089, -0.7028, 3.1863], [-0.4913, 1.5153, -1.4408], [3.2174, -4.0125, 6.7449], [1.8233, -4.5236, 6.5104], [1.3165, -4.5419, 5.0768], [2.1027, -5.5430, 4.3719], [1.6788, -6.9809, 4.7442], [0.9380, -3.3713, 4.4449], [0.9364, -2.2464, 4.9970], [0.4339, -3.3856, 2.9825], [-0.3385, -4.4073, 2.4262], [-0.7608, -4.3684, 1.1769], [-0.5495, -3.1921, 0.3871], [0.3157, -2.2258, 0.8173], [0.6540, -2.2964, 2.1319], [4.0676, -4.6112, 6.3195], [3.4148, -3.9942, 7.8467], [3.3396, -2.9438, 6.3923], [1.8192, -5.5732, 6.8040], [1.1283, -3.9636, 7.1559], [2.0639, -5.4142, 3.2984], [3.1189, -5.4219, 4.6963], [0.5907, -7.0727, 4.6795], [2.1507, -7.6901, 4.0426], [1.9713, -7.3023, 5.7581], [-0.5824, -5.2859, 3.1387], [-1.2568, -5.2100, 0.6364], [-1.0913, -3.0149, -0.5659], [1.1460, -1.4380, 2.4946]], "mulliken_spin": [0.0171, 1.5268, -0.0028, 0.0057, -0.0049, 1.5541, 0.1549, 0.0148, 0.1367, 0.0102, 0.0062, 0.0003, 0.0051, 0.0233, 0.0071, -0.0044, 0.0347, -0.0018, -0.0083, 0.0442, 0.0885, 0.0002, 0.0131, -0.0176, 0.0623, 0.2031, 0.0048, -0.0020, -0.0212, 0.0127, 0.0063, 0.0576, 0.0628, -0.0001, 0.0001, 0.0001, -0.0001, 0.0001, -0.0026, 0.0042, 0.0035, 0.0005, -0.0036, 0.0080, -0.0345, 0.0278, 0.0000, 0.0000, 0.0001, 0.0000, -0.0001, 0.0001, 0.0000, 0.0000, 0.0000, 0.0000, 0.0003, -0.0009, 0.0053, 0.0022], "homo_energy_ev": [-13.0, -14.0], "orbital_gap_ev": [4.54, 2.93], "spin_multiplicity": 5, "e_tot_ha": -2403.582711, "total_charge": 2, "max_force_ev_per_a": 6.37, "e_lumo_ev": [-8.453, -11.045], "de_lowest_kcal_mol": 104.4}

***

[2]
{"formula": "C17H35FN2O15S", "method": "ωB97M-V/def2-TZVPD", "species": ["C", "C", "N", "N", "C", "C", "C", "O", "S", "O", "O", "F", "H", "H", "H", "H", "H", "H", "H", "H", "H", "H", "H", "C", "O", "C", "O", "O", "C", "H", "H", "H", "H", "H", "H", "C", "O", "C", "O", "O", "C", "H", "H", "H", "H", "H", "H", "C", "O", "C", "O", "O", "C", "H", "H", "H", "H", "H", "H", "C", "O", "C", "O", "O", "C", "H", "H", "H", "H", "H", "H"], "positions_angstrom": [[-0.0487, -2.2863, 2.9485], [-0.7791, -2.2187, 1.6166], [-0.8678, -0.9045, 0.9490], [-1.6397, 0.0870, 1.5960], [-0.9937, 0.9529, 2.5725], [-2.9735, -0.2746, 1.7983], [-3.6698, -0.9069, 0.6246], [-3.5361, -0.0590, 2.8450], [0.4736, -0.3509, 0.2183], [0.1659, 0.8391, -0.4804], [1.0718, -1.4114, -0.5076], [1.5138, -0.0112, 1.3183], [-0.6021, -1.8252, 3.7619], [0.9610, -1.8894, 2.8941], [0.0565, -3.3414, 3.1978], [-0.2764, -2.8758, 0.9154], [-1.7798, -2.6265, 1.7294], [-0.3173, 0.4286, 3.2444], [-0.4472, 1.7353, 2.0509], [-1.7595, 1.4301, 3.1697], [-4.4767, -0.2557, 0.3060], [-2.9979, -1.0956, -0.2052], [-4.0882, -1.8546, 0.9541], [1.7825, -4.7047, 0.0399], [2.2570, -5.8347, 0.7763], [1.3380, -6.3794, 1.5702], [0.2070, -5.9855, 1.7113], [1.8808, -7.4260, 2.1872], [0.9975, -8.1079, 3.0824], [2.6207, -4.3425, -0.5468], [0.9679, -4.9889, -0.6232], [1.4549, -3.9199, 0.7170], [0.1360, -8.5007, 2.5463], [0.6671, -7.4418, 3.8768], [1.5729, -8.9261, 3.5041], [1.2532, 4.8818, -6.5075], [1.7104, 3.7742, -5.7295], [0.7976, 3.2717, -4.8966], [-0.3316, 3.6769, -4.7694], [1.3406, 2.2586, -4.2373], [0.4613, 1.6234, -3.2940], [2.0928, 5.1795, -7.1281], [0.4161, 4.5885, -7.1389], [0.9606, 5.7096, -5.8638], [-0.4065, 1.2128, -3.8069], [0.1464, 2.3284, -2.5314], [1.0312, 0.8241, -2.8370], [4.6792, -1.5781, 6.7181], [4.1328, -2.0911, 5.4993], [4.6700, -1.5686, 4.3967], [5.5366, -0.7355, 4.3607], [4.0783, -2.1279, 3.3412], [4.5557, -1.6546, 2.0779], [4.1532, -2.0877, 7.5195], [5.7440, -1.7923, 6.7810], [4.5132, -0.5052, 6.7914], [5.6144, -1.8731, 1.9563], [4.3771, -0.5860, 1.9772], [3.9901, -2.1864, 1.3176], [-6.3575, 7.1858, -3.1264], [-5.2665, 7.3361, -4.0364], [-4.5330, 6.2306, -4.1993], [-4.7300, 5.1756, -3.6539], [-3.5603, 6.5008, -5.0614], [-2.6795, 5.3975, -5.3316], [-6.8563, 8.1499, -3.0946], [-7.0504, 6.4241, -3.4788], [-5.9972, 6.9246, -2.1332], [-3.2344, 4.5704, -5.7698], [-2.1786, 5.0713, -4.4286], [-1.9448, 5.7628, -6.0415]], "lowdin_charge": [-0.0549, -0.1952, -0.1928, -0.0974, -0.0259, -0.4896, 0.0139, 0.0901, 0.5865, -0.2201, -0.2316, -0.1213, 0.0790, 0.0658, 0.0796, 0.0889, 0.1241, 0.0824, 0.0847, 0.0940, 0.0943, 0.0777, 0.0892, -0.0351, 0.0148, -0.6202, 0.1132, 0.0087, -0.0360, 0.0993, 0.1058, 0.0634, 0.0974, 0.0970, 0.0937, -0.0404, 0.0081, -0.6118, 0.1091, 0.0189, -0.0338, 0.0930, 0.0953, 0.0969, 0.1033, 0.0892, 0.0793, -0.0378, 0.0017, -0.6247, 0.1285, -0.0028, -0.0330, 0.0928, 0.0978, 0.0974, 0.0998, 0.0954, 0.0860, -0.0450, -0.0008, -0.6267, 0.1220, 0.0078, -0.0382, 0.0915, 0.0959, 0.0961, 0.1018, 0.0786, 0.0855], "homo_energy_ev": -10.0, "orbital_gap_ev": 10.47, "e_tot_ha": -2404.920723, "smiles": "CCN(N(C)C(C)=O)S(=O)(=O)F.COC(=O)OC.COC(=O)OC.COC(=O)OC.COC(=O)OC", "max_force_ev_per_a": 2.51, "e_lumo_ev": 0.500}

***

[3]
{"formula": "C17H35IO16V", "method": "ωB97M-V/def2-TZVPD", "species": ["V", "C", "C", "O", "H", "H", "H", "H", "H", "I", "C", "O", "C", "O", "O", "C", "H", "H", "H", "H", "H", "H", "C", "O", "C", "O", "O", "C", "H", "H", "H", "H", "H", "H", "C", "O", "C", "O", "O", "C", "H", "H", "H", "H", "H", "H", "C", "O", "C", "O", "O", "C", "H", "H", "H", "H", "H", "H", "C", "O", "C", "O", "O", "C", "H", "H", "H", "H", "H", "H"], "positions_angstrom": [[0.3117, 0.3450, -0.1139], [-1.5644, -3.4803, 0.9256], [-1.9233, -2.2123, 0.1471], [-1.1121, -1.1532, 0.4135], [-2.2605, -4.2978, 0.7134], [-1.5294, -3.2972, 2.0005], [-0.5610, -3.8221, 0.6360], [-2.9897, -1.9787, 0.3804], [-1.9154, -2.4960, -0.9305], [2.2723, 2.3419, -0.9592], [3.4619, 1.6464, 2.6818], [2.9619, 0.5110, 3.3838], [2.1090, -0.2586, 2.7448], [1.5933, 0.0051, 1.6859], [1.9065, -1.3676, 3.4254], [1.1074, -2.3411, 2.7600], [4.2918, 1.3521, 2.0361], [3.8659, 2.3272, 3.4282], [2.6999, 2.1402, 2.0859], [1.2918, -3.2946, 3.2422], [1.3600, -2.4013, 1.7023], [0.0577, -2.0744, 2.8242], [0.6674, -3.4480, -2.2426], [2.0477, -3.4173, -1.8988], [2.4244, -2.4160, -1.1122], [1.7468, -1.4576, -0.8529], [3.6646, -2.6245, -0.6949], [4.2002, -1.6029, 0.1430], [0.3108, -4.4678, -2.1083], [0.5242, -3.1151, -3.2710], [0.0521, -2.8105, -1.6012], [4.1360, -0.6314, -0.3492], [5.2265, -1.8784, 0.3503], [3.6423, -1.5562, 1.0787], [-2.6994, -0.7058, -3.0889], [-1.6476, -0.4489, -4.0133], [-0.4418, -0.2806, -3.4845], [-0.1973, -0.1542, -2.3113], [0.4482, -0.2690, -4.4511], [1.7893, 0.0679, -4.0510], [-2.7797, -1.7774, -2.9057], [-3.6215, -0.3187, -3.5117], [-2.5245, -0.2200, -2.1292], [1.8004, 0.9773, -3.4527], [2.3654, 0.1337, -4.9644], [2.2113, -0.7171, -3.4182], [-1.3027, 4.3697, -2.1701], [-2.5420, 3.7859, -1.7764], [-2.4302, 2.6068, -1.1749], [-1.3929, 2.0251, -1.0341], [-3.6318, 2.1909, -0.7978], [-3.6465, 1.0471, 0.0616], [-0.5372, 4.2361, -1.4056], [-1.5063, 5.4129, -2.3786], [-0.9030, 3.8879, -3.0667], [-3.4710, 0.1370, -0.5026], [-4.6387, 1.0104, 0.5088], [-2.9223, 1.1520, 0.8614], [-1.8668, 0.2178, 3.5103], [-1.5444, 1.5951, 3.6748], [-0.8678, 2.1253, 2.6662], [-0.6773, 1.5854, 1.6004], [-0.4525, 3.3235, 3.0093], [0.2209, 4.0410, 1.9802], [-0.9817, -0.3588, 3.2460], [-2.6097, 0.0342, 2.7364], [-2.2584, -0.1500, 4.4551], [0.7282, 4.8734, 2.4506], [-0.4904, 4.3797, 1.2239], [0.9435, 3.4168, 1.4502]], "mulliken_spin": [2.9245, 0.0016, 0.0149, 0.0377, -0.0008, 0.0003, -0.0001, 0.0043, 0.0041, -0.0317, 0.0041, 0.0027, 0.0052, -0.0241, 0.0019, -0.0006, -0.0003, 0.0006, -0.0019, 0.0004, 0.0038, -0.0001, 0.0007, 0.0015, 0.0055, -0.0397, 0.0003, 0.0029, -0.0001, 0.0001, 0.0022, -0.0003, 0.0004, -0.0010, 0.0004, 0.0007, 0.0134, 0.0210, 0.0014, 0.0058, 0.0007, 0.0001, 0.0048, -0.0060, 0.0005, 0.0017, 0.0007, 0.0009, 0.0094, 0.0012, 0.0004, 0.0035, 0.0001, 0.0001, 0.0002, -0.0040, -0.0003, 0.0050, 0.0024, 0.0016, 0.0030, 0.0126, 0.0009, 0.0024, 0.0021, -0.0014, 0.0005, 0.0009, -0.0006, -0.0052], "homo_energy_ev": [-7.1, -7.9], "orbital_gap_ev": [7.70, 8.53], "spin_multiplicity": 4, "e_tot_ha": -3114.398909, "max_force_ev_per_a": 1.28, "e_lumo_ev": [0.591, 0.590], "de_lowest_kcal_mol": 0.0}